This record from the OMol25 dataset describes a 5-piece molecular cluster, C28H60BF11N2O10SSi overall. The level of theory is ωB97M-V/def2-TZVPD.

Last columns: bonded neighbours and bond lengths (Å).
Element x y z (Å)
1 S 6.119 2.985 -1.661  O14 1.431, O20 1.427, C41 1.881, C43 1.853
2 Si -2.598 3.687 -0.556  O17 1.670, C30 1.872, C40 1.861, C50 1.874
3 F 7.698 -0.505 -1.245  C45 1.324
4 F 2.005 3.905 -2.588  C49 1.349
5 F 5.832 0.153 -2.102  C45 1.339
6 F 1.000 3.389 -0.710  C49 1.356
7 F 3.095 -2.168 0.342  C36 1.390
8 F 3.215 4.426 0.650  C52 1.333
9 F 1.981 5.716 -0.529  C52 1.325
10 F 7.562 -0.088 -3.345  C45 1.321
11 F 8.434 1.891 -0.885  C41 1.329
12 F 3.923 5.163 -1.253  C52 1.320
13 F 8.136 2.281 -2.987  C41 1.343
14 O 5.401 2.956 -2.898  S1 1.431
15 O -1.528 -2.346 6.006  C39 1.426, H107 0.963
16 O 1.472 -0.615 -4.058  B54 1.386, H99 0.963
17 O -1.810 2.248 -0.870  Si2 1.670, C27 1.424
18 O 3.870 1.965 -0.242  C37 1.415, C43 1.410
19 O -1.453 -0.661 -6.058  C42 1.430, H103 0.965
20 O 6.762 4.197 -1.270  S1 1.427
21 O -3.602 1.495 2.425  C34 1.430, H94 0.964
22 O 1.862 1.648 -4.672  B54 1.387, H81 0.963
23 O -4.690 -4.225 2.036  C31 1.428, H109 0.964
24 N 6.028 1.398 0.413  C43 1.440, C46 1.462, H110 1.013
25 N 1.029 1.157 -2.387  C47 1.452, C51 1.473, B54 1.461
26 C -7.106 -4.164 1.874  C31 1.521, H58 1.090, H82 1.094, H84 1.091
27 C -1.324 1.963 -2.177  O17 1.424, C51 1.535, H64 1.088, H80 1.092
28 C -1.388 -2.838 -5.033  C42 1.518, H62 1.094, H73 1.090, H79 1.091
29 C -5.821 -6.290 1.463  C31 1.521, H56 1.090, H74 1.091, H100 1.094
30 C -1.775 4.389 0.972  Si2 1.872, H76 1.091, H93 1.087, H101 1.088
31 C -5.815 -4.774 1.349  O23 1.428, C26 1.521, C29 1.521, H85 1.091
32 C -4.132 -0.830 1.979  C34 1.520, H55 1.091, H86 1.088, H104 1.094
33 C -2.988 -0.148 4.103  C34 1.520, H67 1.090, H72 1.088, H89 1.094
34 C -3.986 0.258 3.031  O21 1.430, C32 1.520, C33 1.520, H113 1.091
35 C 5.600 1.383 2.883  C46 1.521, H66 1.088, H68 1.088, H87 1.089
36 C 2.736 -0.826 0.295  F7 1.390, C48 1.514, H71 1.088, H92 1.092
37 C 2.985 2.166 -1.328  O18 1.415, C47 1.547, C49 1.558, H83 1.086
38 C -1.012 -4.009 7.695  C39 1.521, H90 1.091, H97 1.094, H108 1.090
39 C -1.970 -3.565 6.601  O15 1.426, C38 1.521, C44 1.522, H70 1.091
40 C -4.410 3.455 -0.203  Si2 1.861, H57 1.092, H77 1.090, H106 1.085
41 C 7.556 1.792 -1.878  S1 1.881, F11 1.329, F13 1.343, C45 1.565
42 C -1.639 -2.056 -6.310  O19 1.430, C28 1.518, C53 1.521, H59 1.091
43 C 5.198 2.430 -0.153  S1 1.853, O18 1.410, N24 1.440, H105 1.088
44 C -2.146 -4.639 5.538  C39 1.522, H60 1.091, H75 1.093, H91 1.091
45 C 7.162 0.301 -2.148  F3 1.324, F5 1.339, F10 1.321, C41 1.565
46 C 6.563 1.680 1.744  N24 1.462, C35 1.521, H61 1.087, H65 1.090
47 C 1.958 1.010 -1.281  N25 1.452, C37 1.547, C48 1.538, H102 1.091
48 C 2.625 -0.369 -1.144  C36 1.514, C47 1.538, H69 1.089, H111 1.088
49 C 2.208 3.516 -1.312  F4 1.349, F6 1.356, C37 1.558, C52 1.551
50 C -2.430 4.917 -1.960  Si2 1.874, H98 1.087, H112 1.089, H114 1.089
51 C -0.362 0.770 -2.094  N25 1.473, C27 1.535, H63 1.093, H78 1.088
52 C 2.862 4.728 -0.599  F8 1.333, F9 1.325, F12 1.320, C49 1.551
53 C -0.728 -2.514 -7.438  C42 1.521, H88 1.091, H95 1.090, H96 1.094
54 B 1.468 0.728 -3.713  O16 1.386, O22 1.387, N25 1.461
55 H -4.852 -0.531 1.215  C32 1.091
56 H -4.890 -6.706 1.079  C29 1.090
57 H -4.768 4.420 0.162  C40 1.092
58 H -7.082 -3.078 1.779  C26 1.090
59 H -2.679 -2.167 -6.619  C42 1.091
60 H -2.837 -4.301 4.764  C44 1.091
61 H 6.930 2.702 1.783  C46 1.087
62 H -0.358 -2.670 -4.708  C28 1.094
63 H -0.689 -0.011 -2.784  C51 1.093
64 H -0.761 2.798 -2.590  C27 1.088
65 H 7.441 1.048 1.877  C46 1.090
66 H 4.805 2.121 2.967  C35 1.088
67 H -2.891 0.633 4.858  C33 1.090
68 H 5.191 0.380 2.772  C35 1.088
69 H 2.004 -1.115 -1.637  C48 1.089
70 H -2.940 -3.329 7.043  C39 1.091
71 H 3.453 -0.248 0.874  C36 1.088
72 H -3.287 -1.070 4.598  C33 1.088
73 H -2.048 -2.493 -4.236  C28 1.090
74 H -6.653 -6.726 0.909  C29 1.091
75 H -1.189 -4.853 5.053  C44 1.093
76 H -1.501 3.555 1.621  C30 1.091
77 H -4.972 3.253 -1.114  C40 1.090
78 H -0.443 0.362 -1.088  C51 1.088
79 H -1.537 -3.910 -5.168  C28 1.091
80 H -2.164 1.707 -2.827  C27 1.092
81 H 1.233 1.663 -5.401  O22 0.963
82 H -7.234 -4.404 2.933  C26 1.094
83 H 3.469 2.100 -2.298  C37 1.086
84 H -7.973 -4.542 1.331  C26 1.091
85 H -5.677 -4.488 0.306  C31 1.091
86 H -4.461 -1.771 2.416  C32 1.088
87 H 6.152 1.391 3.821  C35 1.089
88 H -0.876 -3.571 -7.664  C53 1.091
89 H -2.000 -0.307 3.663  C33 1.094
90 H -1.362 -4.919 8.184  C38 1.091
91 H -2.526 -5.566 5.968  C44 1.091
92 H 1.764 -0.714 0.780  C36 1.092
93 H -0.871 4.944 0.735  C30 1.087
94 H -2.746 1.357 2.002  O21 0.964
95 H -0.917 -1.935 -8.342  C53 1.090
96 H 0.320 -2.366 -7.160  C53 1.094
97 H -0.022 -4.206 7.273  C38 1.094
98 H -3.103 5.752 -1.783  C50 1.087
99 H 2.300 -0.875 -4.475  O16 0.963
100 H -5.914 -6.590 2.511  C29 1.094
101 H -2.461 5.008 1.546  C30 1.088
102 H 1.390 1.145 -0.358  C47 1.091
103 H -0.537 -0.557 -5.776  O19 0.965
104 H -3.175 -1.005 1.479  C32 1.094
105 H 5.247 3.298 0.500  C43 1.088
106 H -4.620 2.708 0.557  C40 1.085
107 H -0.670 -2.509 5.600  O15 0.963
108 H -0.903 -3.228 8.447  C38 1.090
109 H -4.773 -4.457 2.968  O23 0.964
110 H 5.479 0.546 0.413  N24 1.013
111 H 3.597 -0.403 -1.631  C48 1.088
112 H -2.676 4.456 -2.916  C50 1.089
113 H -4.956 0.454 3.492  C34 1.091
114 H -1.412 5.298 -2.018  C50 1.089

HOMO energy ... -0.331 hartree
SMILES ... CCN[C@H](O[C@@H]([C@H](CCF)N(CCO[Si](C)(C)C)B(O)O)C(F)(F)C(F)(F)F)S(=O)(=O)C(F)(F)C(F)(F)F.CC(C)O.CC(C)O.CC(C)O.CC(C)O
Orbital gap ... 0.340 Ha


This record from the OMol25 dataset describes a 2-piece molecular cluster, C31H60BIN4O5P overall. The level of theory is ωB97M-V/def2-TZVPD.

Last columns: bonded neighbours and bond lengths (Å).
Element x y z (Å)
1 I -4.801 -3.126 -1.084  C25 2.239
2 P -2.142 -2.559 -3.806  O3 1.786, N10 1.769, N11 1.775
3 O -0.848 -3.757 -3.526  P2 1.786, H56 1.012
4 O -1.601 -2.748 5.119  C23 1.501, H82 1.018
5 O -1.635 0.875 4.336  N8 1.239
6 O -1.706 3.054 4.085  N8 1.240
7 O -2.323 1.729 -3.587  B43 1.507, H49 1.020
8 N -1.296 2.026 4.645  O5 1.239, O6 1.240, C26 1.468
9 N -2.782 0.795 -0.655  C34 1.503, C35 1.499, C36 1.496
10 N -2.314 -1.623 -2.314  P2 1.769, C15 1.546, C25 1.483, H101 1.070
11 N -3.494 -3.635 -4.210  P2 1.775, H61 1.064, H96 1.043
12 C 9.242 1.625 -0.547  C18 1.671, H45 1.177, H73 1.188, H80 1.170
13 C -4.670 3.306 -1.423  C19 1.658, H46 1.193, H72 1.170, H94 1.193
14 C 0.036 3.470 6.162  C26 1.402, C31 1.396, H62 1.088
15 C -1.322 -0.441 -2.398  N10 1.546, C22 1.675, C36 1.663, B43 1.634
16 C 5.827 -2.409 -1.076  C30 1.672, C37 1.643, H92 1.193, H102 1.172
17 C 0.159 1.050 6.402  C20 1.396, C26 1.401, H78 1.088
18 C 8.578 0.354 0.310  C12 1.671, C27 1.647, H64 1.172, H81 1.189
19 C -3.276 3.373 -0.527  C13 1.658, C35 1.673, C38 1.669, H77 1.189
20 C 1.045 1.208 7.470  C17 1.396, C32 1.396, H75 1.088
21 C -2.012 -2.228 1.121  C28 1.624, C42 1.674, H63 1.194, H89 1.186
22 C 0.265 -0.977 -2.425  C15 1.675, C33 1.624, H55 1.177, H91 1.194
23 C -1.489 -1.990 3.829  O4 1.501, C42 1.640, H50 1.170, H93 1.172
24 C 3.666 -0.937 -1.430  C29 1.640, C30 1.638, H74 1.192, H103 1.172
25 C -3.653 -1.323 -1.749  I1 2.239, N10 1.483, C34 1.677, C39 1.629
26 C -0.347 2.185 5.754  N8 1.468, C14 1.402, C17 1.401
27 C 7.545 -0.413 -0.717  C18 1.647, C37 1.649, H85 1.190, H86 1.194
28 C -3.271 -1.206 1.040  C21 1.624, C34 1.606, H95 1.199, H98 1.196
29 C 2.307 -0.189 -0.896  C24 1.640, C33 1.672, H60 1.181, H79 1.172
30 C 4.451 -1.841 -0.313  C16 1.672, C24 1.638, H65 1.170, H100 1.192
31 C 0.920 3.615 7.232  C14 1.396, C32 1.396, H83 1.088
32 C 1.420 2.487 7.885  C20 1.396, C31 1.396, H44 1.089
33 C 1.386 0.184 -2.241  C22 1.624, C29 1.672, H68 1.165, H76 1.195
34 C -3.589 -0.431 -0.330  N9 1.503, C25 1.677, C28 1.606, H69 1.199
35 C -2.974 1.944 0.288  N9 1.499, C19 1.673, H51 1.170, H84 1.194
36 C -1.363 0.520 -1.042  N9 1.496, C15 1.663, H52 1.194, H88 1.183
37 C 7.205 -1.970 -0.296  C16 1.643, C27 1.649, H47 1.175, H97 1.189
38 C -3.501 4.645 0.530  C19 1.669, H48 1.188, H67 1.170, H90 1.187
39 C -4.727 -0.458 -2.617  C25 1.629, C40 1.608, H53 1.198, H87 1.195
40 C -5.089 -0.882 -4.125  C39 1.608, H57 1.170, H66 1.194, H99 1.194
41 C -0.755 0.307 -5.192  B43 1.641, H54 1.168, H58 1.192, H71 1.176
42 C -2.085 -2.941 2.634  C21 1.674, C23 1.640, H59 1.194, H70 1.191
43 B -1.471 0.494 -3.729  O7 1.507, C15 1.634, C41 1.641
44 H 2.105 2.605 8.723  C32 1.089
45 H 8.405 2.442 -0.680  C12 1.177
46 H -5.046 4.433 -1.526  C13 1.193
47 H 8.118 -2.671 -0.528  C37 1.175
48 H -4.451 4.336 1.174  C38 1.188
49 H -1.776 2.407 -3.055  O7 1.020
50 H -2.043 -0.968 3.960  C23 1.170
51 H -2.055 2.028 1.008  C35 1.170
52 H -0.862 1.589 -1.227  C36 1.194
53 H -5.754 -0.537 -2.005  C39 1.198
54 H -0.006 -0.585 -5.281  C41 1.168
55 H 0.529 -1.559 -3.412  C22 1.177
56 H -1.238 -4.318 -2.780  O3 1.012
57 H -5.526 -1.953 -4.296  C40 1.170
58 H -1.630 0.085 -5.971  C41 1.192
59 H -3.207 -3.266 2.883  C42 1.194
60 H 2.615 0.838 -0.402  C29 1.181
61 H -3.419 -4.566 -3.701  N11 1.064
62 H -0.344 4.359 5.663  C14 1.088
63 H -2.077 -3.154 0.369  C21 1.194
64 H 7.953 0.719 1.232  C18 1.172
65 H 4.833 -1.252 0.623  C30 1.170
66 H -5.893 -0.107 -4.545  C40 1.194
67 H -3.748 5.646 -0.024  C38 1.170
68 H 1.020 1.289 -2.259  C33 1.165
69 H -4.703 -0.014 -0.175  C34 1.199
70 H -1.472 -3.962 2.641  C42 1.191
71 H -0.202 1.262 -5.601  C41 1.176
72 H -5.543 2.725 -0.903  C13 1.170
73 H 10.190 2.035 0.041  C12 1.188
74 H 3.360 -1.620 -2.358  C24 1.192
75 H 1.441 0.334 7.982  C20 1.088
76 H 2.154 0.088 -3.151  C33 1.195
77 H -2.411 3.593 -1.313  C19 1.189
78 H -0.125 0.047 6.093  C17 1.088
79 H 1.657 -0.812 -0.146  C29 1.172
80 H 9.587 1.254 -1.601  C12 1.170
81 H 9.457 -0.356 0.680  C18 1.189
82 H -2.335 -3.438 4.977  O4 1.018
83 H 1.218 4.609 7.561  C31 1.088
84 H -3.977 1.742 0.903  C35 1.194
85 H 7.996 -0.335 -1.815  C27 1.190
86 H 6.550 0.246 -0.755  C27 1.194
87 H -4.515 0.718 -2.629  C39 1.195
88 H -0.699 0.017 -0.202  C36 1.183
89 H -0.941 -1.721 1.089  C21 1.186
90 H -2.535 4.806 1.201  C38 1.187
91 H 0.314 -1.793 -1.555  C22 1.194
92 H 5.873 -1.952 -2.177  C16 1.193
93 H -0.339 -1.874 3.637  C23 1.172
94 H -4.473 2.957 -2.546  C13 1.193
95 H -3.017 -0.356 1.846  C28 1.199
96 H -3.420 -3.876 -5.222  N11 1.043
97 H 6.982 -2.099 0.864  C37 1.189
98 H -4.194 -1.767 1.554  C28 1.196
99 H -4.122 -0.698 -4.802  C40 1.194
100 H 3.839 -2.816 -0.002  C30 1.192
101 H -1.831 -2.253 -1.598  N10 1.070
102 H 5.812 -3.573 -1.217  C16 1.172
103 H 4.404 -0.118 -1.828  C24 1.172

HOMO energy ... -0.416 hartree
Total charge ... +1
Orbital gap ... 0.304 Ha